Below is C16H45F9NbO6S7 as an isolated structure, with properties calculated with wB97M-V/def2-TZVPD.

As for the orbital gap: 0.207 Eh. The calculation puts the HOMO energy at -4.2 eV. The calculation puts the energy above the lowest of the compared OMol25 structures with the same formula, charge and spin at 159.9 kJ/mol.

```
! wB97M-V def2-TZVPD RIJCOSX def2/J DEFGRID3
* xyz -1 1
F 0.56123 3.55011 0.43838
C -0.73244 4.11366 0.16647
F -0.59198 5.45237 0.67189
C -0.94433 4.20718 -1.39593
C -0.04909 3.26387 -2.32688
Nb -1.11760 1.34322 -3.07437
C -1.73608 3.22032 0.99639
F -1.58068 1.86618 0.63158
F -1.30127 3.26468 2.35501
S -3.54544 3.60337 0.95330
F -3.42839 4.34453 2.46988
F -3.82272 2.16667 1.80003
F -3.81279 2.82451 -0.47420
F -3.38982 5.09201 0.26689
F -5.18366 3.87596 1.04141
H -2.03481 4.07259 -1.73270
H -0.69422 5.29303 -1.68941
H 0.12316 3.85376 -3.30112
H 0.98452 3.00657 -1.94216
H 0.55946 0.71371 -3.51978
H -1.18109 2.01952 -4.79084
H -2.76201 2.00536 -2.67582
H -0.91364 0.49957 -1.48244
H -1.85725 -0.18371 -3.72566
C 1.28410 5.19934 -7.62845
S 1.33665 5.99722 -6.00973
O 1.01073 4.95949 -4.99090
C -0.14324 7.00568 -6.24595
H 2.10794 4.48721 -7.68687
H 0.33850 4.66862 -7.75306
H 1.40093 5.95113 -8.41141
H -1.00110 6.36453 -6.45601
H 0.01809 7.70114 -7.07187
H -0.32513 7.56747 -5.32967
C 0.12330 -2.18111 3.29875
S 0.49673 -1.98366 1.54305
O 1.92651 -2.38019 1.34221
C 0.42825 -0.18085 1.54154
H 0.15115 -3.24544 3.53808
H 0.86664 -1.65514 3.90154
H -0.87434 -1.79091 3.50665
H 1.15227 0.21966 2.25440
H -0.57701 0.14457 1.80596
H 0.67056 0.17421 0.53940
C -0.54410 3.28380 5.44265
S 0.87234 2.20826 5.13673
O 0.82546 1.10700 6.14597
C 2.12788 3.38671 5.68087
H -1.45313 2.73072 5.20381
H -0.56723 3.58176 6.49272
H -0.47991 4.16474 4.80190
H 1.94123 3.67879 6.71591
H 2.10759 4.26456 5.03276
H 3.10356 2.90599 5.60905
C 1.23335 -7.86655 2.06906
S 1.23635 -6.07624 1.84083
O 0.10383 -5.73916 0.92784
C 2.75404 -6.00941 0.86815
H 0.33737 -8.14013 2.62818
H 1.22086 -8.36687 1.09878
H 2.11745 -8.16391 2.63608
H 2.64902 -6.62316 -0.02829
H 3.58937 -6.36696 1.47379
H 2.93060 -4.97185 0.58123
C 4.64704 -5.16438 4.53545
S 4.65151 -6.85599 5.16510
O 3.94028 -7.70857 4.16372
C 3.50695 -6.55493 6.52869
H 5.27645 -5.12724 3.64549
H 3.63054 -4.86569 4.27157
H 5.05310 -4.49111 5.29219
H 2.56098 -6.17090 6.14300
H 3.94886 -5.83803 7.22277
H 3.33265 -7.49897 7.04521
C -4.01140 -2.72672 -4.68391
S -2.82682 -2.14440 -5.91585
O -2.58570 -0.69842 -5.65256
C -3.94937 -2.25983 -7.32858
H -3.52949 -2.69984 -3.70588
H -4.88872 -2.07728 -4.67237
H -4.30470 -3.75307 -4.91384
H -4.83111 -1.64016 -7.15538
H -4.24437 -3.30093 -7.47609
H -3.42318 -1.90367 -8.21434
*
```

Want to see where the charge sits? The Mulliken charges in e are: -0.30, 0.93, -0.34, -0.47, -1.20, -1.06, 0.54, -0.15, -0.21, 1.18, -0.33, -0.34, -0.24, -0.30, -0.32, 0.33, 0.32, 0.44, 0.28, -0.07, 0.00, -0.01, 0.05, 0.38, -0.96, 0.40, -0.55, -0.95, 0.31, 0.31, 0.37, 0.30, 0.37, 0.31, -0.88, 0.57, -0.65, -0.75, 0.28, 0.26, 0.35, 0.31, 0.20, 0.24, -1.05, 0.76, -0.68, -1.05, 0.28, 0.44, 0.31, 0.34, 0.35, 0.31, -0.89, 0.63, -0.66, -0.86, 0.29, 0.32, 0.28, 0.37, 0.27, 0.28, -0.80, 0.41, -0.58, -0.89, 0.31, 0.19, 0.39, 0.27, 0.37, 0.32, -0.94, 0.47, -0.48, -0.97, 0.32, 0.30, 0.37, 0.29, 0.36, 0.31


Below is a 3-piece molecular cluster, C26H45N3O11S3 overall, with properties calculated with wB97M-V/def2-TZVPD.

The SMILES is CCCOCc1c(S)c(CCN)c(NCC)c2c1C(=O)N(CCCC(=O)O)C2=O.CCOS(C)(=O)=O.CCOS(C)(=O)=O. As for the orbital gap: 0.305 Eh. The calculation puts the HOMO energy at -8.7 eV.

```
! wB97M-V def2-TZVPD RIJCOSX def2/J DEFGRID3
* xyz 0 1
C 3.16521 -4.60164 4.61953
C 3.59470 -3.11994 4.56938
C 2.76130 -2.39562 3.50224
O 2.67199 -1.01976 3.84434
C 1.59648 -0.32567 3.23494
C 1.29350 -0.74147 1.80616
C 2.04691 -0.27390 0.74545
S 3.40884 0.82875 1.13858
C 1.82412 -0.62478 -0.56231
C 2.69588 -0.11647 -1.67683
C 3.35323 -1.29186 -2.46627
N 3.88828 -2.36374 -1.64081
C 0.77137 -1.50095 -0.84266
N 0.45488 -1.92467 -2.13345
C 0.01322 -0.88509 -3.09638
C -0.64673 0.34725 -2.48393
C 0.06302 -1.96218 0.21006
C 0.29007 -1.59500 1.51495
C -0.71988 -2.27776 2.40202
O -0.73774 -2.31844 3.60986
N -1.65722 -2.87131 1.51552
C -3.04659 -2.41441 1.67968
C -4.02266 -2.99575 0.67086
C -4.05662 -4.53878 0.61448
C -3.62704 -5.20354 1.90040
O -4.21041 -4.99669 2.93907
O -2.58363 -6.09335 1.85203
C -1.07736 -2.93065 0.23407
O -1.39169 -3.67537 -0.67943
H 3.72861 -5.16245 3.87436
H 2.11041 -4.72230 4.38470
H 3.38519 -5.01515 5.60046
H 4.63860 -3.08502 4.26812
H 3.45841 -2.62659 5.52671
H 1.76318 -2.83026 3.51364
H 3.27374 -2.51882 2.54265
H 0.67861 -0.38143 3.82101
H 1.89131 0.71848 3.20283
H 4.46316 -0.00105 1.01576
H 3.50671 0.48791 -1.29676
H 2.11012 0.45042 -2.39531
H 2.66540 -1.74239 -3.17247
H 4.18459 -0.88858 -3.04356
H 4.55257 -2.02316 -0.96128
H 3.16073 -2.90772 -1.20235
H -0.25096 -2.64720 -2.11683
H -0.71871 -1.34391 -3.75868
H 0.84525 -0.61204 -3.74372
H -1.21254 0.91589 -3.22497
H -1.31756 0.12233 -1.65676
H 0.12522 1.03096 -2.13835
H -3.36332 -2.73691 2.66911
H -3.14015 -1.32421 1.68325
H -5.03036 -2.63857 0.84986
H -3.74102 -2.64588 -0.32198
H -5.09360 -4.83433 0.45815
H -3.51747 -4.94815 -0.23156
H -1.74802 -5.61352 1.81346
O -2.44891 4.46454 -4.70837
S -2.62829 3.25896 -5.45532
O -1.60712 2.25840 -5.50445
O -3.06220 3.63114 -6.93951
C -2.22866 4.54792 -7.67707
C -0.97329 3.88370 -8.20730
C -4.14008 2.49751 -4.97064
H -1.98979 5.41517 -7.05957
H -2.83915 4.89910 -8.50679
H -0.30313 3.60119 -7.39616
H -0.43765 4.56491 -8.86874
H -1.22158 2.97563 -8.75656
H -4.92753 3.24584 -4.97579
H -3.99739 2.10360 -3.96661
H -4.36341 1.69005 -5.66296
O 1.10875 3.09666 2.44924
S 1.57810 4.08731 3.37055
O 1.92267 3.74591 4.71360
O 0.54647 5.29964 3.38720
C -0.83862 5.00148 3.64941
C -1.10368 4.74954 5.12086
C 2.92402 4.95476 2.64079
H -1.16181 4.15812 3.03675
H -1.39647 5.87539 3.31791
H -0.62627 3.82955 5.45646
H -2.17543 4.66139 5.30088
H -0.70629 5.56307 5.72757
H 2.64616 5.25143 1.63319
H 3.77166 4.27322 2.61592
H 3.15541 5.82132 3.25443
*
```

Want to see where the charge sits? The Mulliken charges in e are: -1.10, -0.51, 0.41, -0.43, -1.84, 0.17, 1.03, -0.25, 0.33, -1.24, -0.81, -0.63, -0.15, 0.01, -0.85, -0.57, 0.12, 0.57, -0.21, -0.61, 0.79, -1.21, -0.78, -0.48, 0.58, -0.54, -0.54, -0.12, -0.67, 0.29, 0.30, 0.34, 0.30, 0.36, -0.18, 0.09, 0.35, 0.59, 0.18, 0.64, 0.24, 0.35, 0.49, 0.25, 0.29, 0.50, 0.56, 0.23, 0.04, 0.25, 0.22, 0.60, 0.45, 0.55, 0.23, 0.40, 0.26, 0.36, -0.67, 1.26, -0.59, -0.27, -0.37, -0.97, -0.98, 0.33, 0.27, 0.28, 0.38, 0.26, 0.35, 0.36, 0.32, -0.55, 1.31, -0.65, -0.33, -0.29, -0.98, -1.06, 0.28, 0.29, 0.29, 0.39, 0.26, 0.31, 0.36, 0.40